1.
{
  "formula": "C8H18NS",
  "method": "wB97M-V/def2-TZVPD",
  "lumo_energy_ha": [-0.1326, -0.2564],
  "fmax_ev_per_a": 4.48,
  "e_homo_ev": [-10.79, -14.63],
  "de_lowest_kcal_mol": 11.5,
  "multiplicity": 3,
  "energy_ev": -20901.1028,
  "s_squared": 2.0103,
  "total_charge": 1,
  "species": ["C", "C", "C", "C", "C", "C", "C", "C", "N", "S", "H", "H", "H", "H", "H", "H", "H", "H", "H", "H", "H", "H", "H", "H", "H", "H", "H", "H"],
  "positions_angstrom": [[2.439422, -0.782430, -0.903532], [1.413818, 2.313426, -0.030309], [-0.172310, -2.035280, 0.150185], [-2.088087, -0.733123, 0.500328], [-0.856986, -0.523841, -1.663664], [0.722326, 0.037758, 1.818106], [0.029813, 1.685585, 0.105457], [-0.721770, -0.647370, -0.144137], [0.144797, 0.301917, 0.481935], [3.729839, -0.787544, -0.136398], [1.348271, -0.475561, -0.856239], [2.025456, 1.765801, -0.668256], [1.221663, 3.255160, -0.552529], [1.957933, 2.453728, 0.900717], [0.921814, -1.940616, 0.051905], [-0.196599, -2.371220, 1.205091], [-0.634441, -2.817404, -0.492691], [-2.622985, -1.665193, 0.318683], [-2.864846, 0.039298, 0.095839], [-1.974469, -0.465056, 1.495449], [-0.127810, -1.133786, -2.178787], [-1.880905, -0.959051, -1.850875], [-0.819465, 0.378794, -2.305834], [0.981135, 1.029524, 2.264978], [-0.114703, -0.425997, 2.423466], [1.443947, -0.696618, 1.747927], [-0.374008, 1.750309, -0.848503], [-0.572372, 2.261397, 0.841448]],
  "forces_ev_per_angstrom": [[-3.3, 0.3, -1.9], [-0.8, 1.5, 0.7], [1.6, -1.1, 0.6], [-3.1, 2.7, -1.8], [-1.4, -0.5, -1.5], [-3.2, 1.9, 0.3], [1.4, 0.4, 1.2], [-0.1, -1.8, -0.8], [-1.2, 1.3, 1.8], [2.1, 0.1, 1.4], [2.4, -0.2, -0.3], [1.0, -1.1, -1.1], [0.3, 0.2, 0.4], [-0.2, 0.2, 0.0], [-0.5, -1.0, -0.7], [-0.9, 0.3, -0.4], [0.5, 0.7, 0.4], [0.7, -0.2, 0.3], [1.6, -0.9, 0.5], [-0.2, -0.2, 2.2], [0.2, -0.6, 0.1], [1.2, 0.3, -0.2], [-0.2, 0.2, 1.3], [0.2, -1.2, -0.3], [0.8, 0.6, -0.5], [2.0, -1.1, 0.0], [-1.3, 0.0, -1.4], [0.2, -0.5, -0.2]],
  "lowdin_charge": [-0.600, -0.034, -0.041, -0.016, -0.017, 0.043, -0.162, -0.598, -0.052, 0.773, -0.019, 0.033, 0.106, 0.090, 0.041, 0.111, 0.133, 0.112, 0.141, 0.056, 0.083, 0.121, 0.107, 0.130, 0.138, 0.055, 0.092, 0.174]
}

---

2.
{
  "formula": "C8H18O",
  "method": "wB97M-V/def2-TZVPD",
  "lumo_energy_ha": 0.0339,
  "fmax_ev_per_a": 3.71,
  "e_homo_ev": -9.41,
  "de_lowest_kcal_mol": 11.7,
  "energy_ev": -10635.2171,
  "smiles": "CC(C)[C@H](C)C(C)(C)O",
  "species": ["C", "C", "C", "C", "C", "C", "C", "C", "O", "H", "H", "H", "H", "H", "H", "H", "H", "H", "H", "H", "H", "H", "H", "H", "H", "H", "H"],
  "positions_angstrom": [[0.941128, 0.590879, 0.114751], [0.062964, -0.343367, -0.689266], [-1.524244, -0.369401, -0.133852], [1.554694, 0.028188, 1.388468], [2.192525, 0.938369, -0.960041], [-1.691213, -0.640045, 1.353689], [0.565535, -1.779113, -0.759897], [-2.334127, 0.857034, -0.541461], [0.331547, 1.802324, 0.469055], [0.073832, 2.263441, -0.337054], [-0.038883, 0.048535, -1.706452], [-1.933866, -1.224450, -0.684500], [2.206467, 0.789538, 1.812962], [2.153252, -0.856090, 1.198963], [0.802703, -0.177196, 2.141939], [-0.116557, -2.381300, -1.358351], [-2.102078, 1.713473, 0.087753], [2.597968, 0.097305, -1.514383], [1.845009, 1.694467, -1.662904], [3.026098, 1.354713, -0.398375], [-1.314115, 0.201965, 1.930397], [-2.747631, -0.776911, 1.592647], [-1.168491, -1.546386, 1.654107], [1.554320, -1.825665, -1.210171], [0.623364, -2.240043, 0.221900], [-3.401078, 0.657037, -0.425828], [-2.159120, 1.122700, -1.584097]],
  "forces_ev_per_angstrom": [[3.0, 0.0, -2.1], [-3.2, -0.2, 1.3], [1.6, -0.2, -0.9], [0.0, 0.4, 0.0], [-1.0, 0.1, 1.8], [0.2, 0.0, -0.2], [0.0, 0.2, -0.1], [0.1, -0.1, 0.0], [-0.2, 0.3, 0.0], [0.0, 0.0, 0.1], [0.1, 0.0, 0.0], [-0.1, 0.0, 0.0], [0.1, 0.1, 0.0], [0.0, -0.1, 0.0], [-0.1, -0.2, 0.0], [0.0, 0.0, -0.1], [0.0, 0.1, 0.0], [-0.3, -0.3, 0.0], [-0.1, 0.0, -0.1], [0.0, 0.2, 0.1], [0.0, 0.0, 0.1], [0.0, 0.0, 0.0], [0.1, 0.0, 0.1], [0.1, -0.1, 0.0], [0.0, 0.0, 0.2], [0.0, 0.0, 0.0], [0.0, 0.1, -0.1]],
  "lowdin_charge": [-0.553, -0.268, -0.345, -0.025, 0.000, -0.082, -0.068, -0.092, -0.017, 0.097, 0.130, 0.118, 0.088, 0.084, 0.070, 0.080, 0.069, 0.060, 0.068, 0.065, 0.073, 0.079, 0.073, 0.072, 0.073, 0.077, 0.075]
}

---

3.
{
  "formula": "C8H18OSi",
  "method": "wB97M-V/def2-TZVPD",
  "lumo_energy_ha": 0.0194,
  "fmax_ev_per_a": 5.71,
  "e_homo_ev": -7.61,
  "de_lowest_kcal_mol": 83.1,
  "energy_ev": -18509.5709,
  "smiles": "C/C=[Si](/OC)C(C)C.C=C",
  "species": ["C", "C", "C", "C", "C", "C", "C", "C", "O", "Si", "H", "H", "H", "H", "H", "H", "H", "H", "H", "H", "H", "H", "H", "H", "H", "H", "H", "H"],
  "positions_angstrom": [[0.866323, -1.933383, 1.528636], [-0.068228, -0.700069, 1.631158], [-2.729964, -1.131303, -1.680112], [0.813581, 0.345641, -2.065276], [2.745380, 0.384122, -0.420739], [-1.377660, 2.707655, 1.650393], [-2.524950, -2.264765, -0.912642], [1.352306, 0.948690, -0.741822], [-0.324744, 2.297694, 0.855959], [0.041579, 0.709308, 0.656135], [1.431398, -1.919474, 0.550488], [0.377871, -2.898690, 1.413020], [-0.918879, -0.887404, 2.269054], [-3.678897, -0.739298, -1.577840], [-1.881716, -0.626760, -1.995756], [1.576252, -1.954938, 2.347790], [1.513306, 0.626295, -2.926632], [0.991426, -0.740735, -2.111248], [-0.122153, 0.635362, -2.419824], [3.226801, 0.636722, 0.527529], [3.363463, 0.633201, -1.214001], [2.720450, -0.736071, -0.570442], [-1.544919, 1.984370, 2.457099], [-2.339985, 2.490312, 1.060835], [-1.559373, 3.760745, 1.942447], [-3.223384, -2.737126, -0.320042], [-1.520214, -2.769633, -0.978446], [1.375429, 1.960133, -0.885243]],
  "forces_ev_per_angstrom": [[0.1, 0.8, -2.2], [-0.1, -0.4, 0.0], [0.5, -4.4, 3.7], [3.9, -0.7, -1.0], [-1.2, -2.0, 0.2], [-4.2, -1.2, -0.4], [2.8, 2.3, -3.3], [-1.3, -3.1, 0.7], [0.3, 0.4, 0.0], [2.4, -0.3, -0.7], [-0.2, 0.3, 1.1], [-0.5, 0.0, 0.6], [-0.1, 0.3, 0.4], [-1.7, 1.4, -0.3], [1.1, 0.9, -1.3], [0.1, -0.1, 0.1], [-0.6, 0.2, 1.0], [-0.8, 0.1, 0.4], [-1.8, 0.4, -0.1], [-0.4, 0.0, -0.1], [1.6, 1.0, -1.5], [-0.1, 1.0, 0.8], [0.4, 0.6, 0.7], [0.9, 0.5, 0.5], [1.4, -0.5, -0.1], [-1.7, -0.9, 0.9], [-1.0, 0.7, 0.4], [0.3, 2.8, -0.1]],
  "lowdin_charge": [-0.192, -0.302, -0.037, -0.131, -0.114, -0.188, -0.038, -0.427, -0.262, 0.730, 0.049, 0.050, 0.012, 0.015, -0.013, 0.057, 0.098, 0.078, 0.028, 0.084, 0.039, 0.077, 0.074, 0.099, 0.093, 0.008, 0.061, 0.054]
}